[1]
{
  "formula": "C10H32O6",
  "method": "the ωB97M-V functional and the def2-TZVPD basis",
  "symbols": ["C", "C", "O", "H", "H", "H", "H", "H", "H", "C", "C", "O", "H", "H", "H", "H", "H", "H", "C", "C", "O", "H", "H", "H", "H", "H", "H", "C", "C", "O", "H", "H", "H", "H", "H", "H", "C", "O", "H", "H", "H", "H", "C", "O", "H", "H", "H", "H"],
  "positions_angstrom": [[-1.6859, -2.6621, -10.9926], [-2.8377, -1.6699, -10.7592], [-2.4855, -0.5669, -9.9207], [-1.3265, -3.0070, -10.0231], [-0.7888, -2.4004, -11.5537], [-2.2007, -3.4758, -11.5036], [-3.6045, -2.1875, -10.1828], [-3.3842, -1.2389, -11.5980], [-3.3127, -0.0799, -9.9231], [-3.3117, -7.4524, -12.3289], [-3.9549, -6.0683, -12.3391], [-5.3266, -6.2266, -12.5398], [-2.2978, -7.3958, -11.9329], [-3.3450, -7.9634, -13.2912], [-3.9283, -8.0819, -11.6873], [-3.5042, -5.4216, -13.0920], [-3.8390, -5.6144, -11.3549], [-5.8151, -5.8200, -11.8204], [-6.9771, 0.8541, -10.0480], [-5.7518, 0.0589, -9.7747], [-4.6472, 0.8859, -9.7936], [-6.9894, 1.2970, -11.0439], [-7.1944, 1.6556, -9.3421], [-7.7994, 0.1410, -9.9888], [-5.5581, -0.7044, -10.5282], [-5.7784, -0.5078, -8.8439], [-4.4356, 1.2346, -8.9245], [-1.0155, -3.8419, -5.5774], [-0.9830, -2.7621, -6.6684], [-2.2991, -2.1825, -6.8292], [-0.5546, -3.5311, -4.6398], [-0.5082, -4.7748, -5.8235], [-2.0455, -4.1183, -5.3522], [-0.7218, -3.0895, -7.6748], [-0.2293, -1.9933, -6.4980], [-2.9051, -2.7968, -7.2500], [-2.4637, -2.1878, -14.6266], [-1.1887, -1.7657, -15.0594], [-3.1962, -1.5570, -15.1302], [-2.4756, -3.2682, -14.7703], [-2.6346, -2.0562, -13.5582], [-0.6414, -2.5327, -15.2434], [-1.2078, 0.9936, -13.0633], [-0.4659, 0.6773, -14.2617], [-2.1109, 1.5611, -13.2880], [-1.3566, 0.0141, -12.6089], [-0.6339, 1.5832, -12.3484], [-0.9308, -0.0302, -14.7145]],
  "orbital_gap_ev": 9.631,
  "smiles": "CCO.CCO.CCO.CCO.CO.CO"
}



[2]
{
  "formula": "C38H42As2KN7O5S",
  "method": "the ωB97M-V functional and the def2-TZVPD basis",
  "symbols": ["K", "C", "C", "C", "C", "N", "C", "C", "C", "C", "C", "C", "N", "H", "H", "H", "H", "H", "H", "H", "H", "O", "C", "C", "C", "C", "C", "C", "C", "O", "N", "O", "O", "H", "H", "H", "H", "S", "N", "C", "C", "C", "C", "C", "N", "C", "C", "N", "C", "C", "C", "C", "C", "N", "H", "H", "H", "H", "H", "H", "C", "As", "C", "C", "O", "H", "H", "H", "H", "H", "H", "H", "H", "H", "C", "C", "As", "C", "C", "C", "C", "H", "H", "H", "H", "H", "H", "H", "H", "H", "H", "H", "H", "H", "H", "H"],
  "positions_angstrom": [[0.3733, 0.0860, -0.4577], [0.9011, 4.5117, 1.3981], [-0.2282, 5.2815, 1.1737], [-1.4343, 4.6450, 0.9355], [-1.4764, 3.2503, 0.9265], [-0.3890, 2.5112, 1.1434], [0.7628, 3.1320, 1.3721], [-2.7507, 2.5388, 0.6387], [-3.9766, 3.0746, 1.0373], [-5.1417, 2.4101, 0.6955], [-5.0532, 1.2389, -0.0402], [-3.7890, 0.7746, -0.3757], [-2.6674, 1.3946, -0.0361], [1.8660, 4.9663, 1.5771], [-0.1730, 6.3624, 1.1710], [-2.3265, 5.2187, 0.7261], [1.6159, 2.4808, 1.5320], [-4.0162, 3.9823, 1.6242], [-6.1048, 2.8030, 0.9950], [-5.9406, 0.6964, -0.3374], [-3.6642, -0.1405, -0.9477], [-0.6094, 1.4579, -2.2375], [-0.1660, 2.3452, -2.9456], [1.2173, 2.7536, -3.0875], [1.5234, 3.6200, -4.1282], [2.8187, 4.0310, -4.3661], [3.8511, 3.6172, -3.4987], [3.5776, 2.7835, -2.4585], [2.2626, 2.2374, -2.2258], [2.0615, 1.3647, -1.3409], [3.1134, 4.8720, -5.4897], [4.2679, 5.2467, -5.6451], [2.1942, 5.2115, -6.2240], [-0.8577, 2.9222, -3.5968], [0.7369, 3.9762, -4.7831], [4.8503, 3.9885, -3.6795], [4.3636, 2.4746, -1.7802], [-6.3131, -3.7619, 3.1122], [-5.3038, -2.6859, 3.7665], [-4.3815, -2.4194, 2.8628], [-3.2753, -1.5065, 3.0253], [-3.0799, -0.7440, 4.1786], [-1.9922, 0.0963, 4.2378], [-1.1254, 0.1394, 3.1442], [-1.2935, -0.5760, 2.0497], [-2.3544, -1.3837, 1.9696], [-2.5479, -2.1231, 0.7123], [-1.6576, -1.9185, -0.2611], [-1.8188, -2.5326, -1.4165], [-2.8894, -3.3875, -1.6879], [-3.8132, -3.6162, -0.6934], [-3.6495, -2.9796, 0.5389], [-4.5642, -3.1469, 1.6432], [-5.6179, -3.9389, 1.6653], [-3.7861, -0.8277, 4.9942], [-1.8068, 0.7093, 5.1094], [-0.2587, 0.7910, 3.1476], [-1.0500, -2.3460, -2.1600], [-2.9870, -3.8611, -2.6551], [-4.6601, -4.2736, -0.8404], [4.1949, -0.5710, -2.0065], [2.5053, -1.3603, -2.5225], [1.6598, -0.4365, -3.9946], [3.1093, -3.0137, -3.3579], [1.4946, -1.7209, -1.2931], [4.5827, 0.0450, -2.8159], [4.8993, -1.3688, -1.7749], [4.0064, 0.0430, -1.1325], [2.3338, 0.2834, -4.4554], [0.7776, 0.0710, -3.6169], [1.3618, -1.1823, -4.7302], [3.8161, -2.7879, -4.1576], [2.2599, -3.5602, -3.7644], [3.5963, -3.6291, -2.6029], [3.7770, -2.6959, 1.1372], [3.2698, -1.9847, 2.3899], [2.7066, -0.1279, 2.0273], [4.5346, 0.5821, 1.7296], [4.5475, 2.1025, 1.5895], [2.6253, 0.4587, 3.9371], [1.9154, -0.5303, 4.8632], [3.9952, -3.7448, 1.3458], [4.6960, -2.2327, 0.7708], [3.0271, -2.6497, 0.3442], [4.0362, -1.9835, 3.1693], [2.4000, -2.5153, 2.7829], [4.9420, 0.1256, 0.8262], [5.1643, 0.2652, 2.5646], [3.9367, 2.4127, 0.7378], [5.5608, 2.4787, 1.4408], [4.1423, 2.5792, 2.4861], [2.1114, 1.4234, 3.9646], [3.6433, 0.6306, 4.2936], [0.9893, -0.9039, 4.4231], [1.6669, -0.0607, 5.8171], [2.5504, -1.3900, 5.0770]],
  "orbital_gap_ev": 7.244
}



[3]
{
  "formula": "C51H65F4N3OS2",
  "method": "the ωB97M-V functional and the def2-TZVPD basis",
  "symbols": ["C", "C", "C", "C", "C", "C", "C", "C", "C", "C", "C", "C", "C", "C", "C", "C", "C", "C", "C", "C", "S", "C", "N", "C", "C", "C", "C", "O", "C", "N", "S", "N", "C", "H", "H", "H", "H", "H", "H", "H", "H", "H", "H", "H", "H", "H", "H", "H", "H", "H", "H", "H", "H", "H", "H", "H", "H", "H", "H", "H", "H", "H", "H", "H", "H", "H", "H", "H", "H", "H", "H", "H", "H", "H", "H", "H", "H", "H", "F", "C", "C", "C", "C", "C", "C", "H", "H", "H", "H", "H", "F", "C", "C", "C", "C", "C", "C", "H", "H", "H", "H", "H", "F", "C", "C", "C", "C", "C", "C", "H", "H", "H", "H", "H", "F", "C", "C", "C", "C", "C", "C", "H", "H", "H", "H", "H"],
  "positions_angstrom": [[4.9664, -2.9212, -0.4037], [3.8519, -3.7612, -1.1297], [3.1673, -4.8103, -0.2067], [2.4070, -4.1719, 0.9972], [1.2673, -3.2050, 0.5672], [0.0079, -3.9782, 0.0199], [-0.3614, -3.3832, -1.3728], [-1.0634, -1.9852, -1.3049], [-2.1454, -1.8671, -0.1862], [-3.2910, -0.8974, -0.5952], [-2.7957, 0.5632, -0.8276], [-2.9044, 1.4690, 0.4559], [-1.4810, 2.0596, 0.7830], [-1.2623, 3.4407, 0.0472], [0.0081, 3.3247, -0.8787], [1.2263, 3.8910, -0.0996], [2.5749, 3.4909, -0.7967], [3.7342, 4.1488, 0.0386], [4.9684, 3.2686, 0.2674], [5.7739, 2.8192, -0.7504], [5.3583, 3.2217, -2.4634], [7.0142, 1.9952, -0.5220], [7.7574, 1.6586, -1.6456], [8.2506, 0.4749, -1.7251], [7.4701, -0.8206, -1.9695], [9.7959, 0.3358, -1.6142], [7.3304, 1.6846, 0.7926], [8.4811, 0.9581, 1.1201], [6.4849, 2.1078, 1.8763], [6.6410, 1.8955, 3.1874], [5.4160, 2.5938, 3.9949], [4.5641, 3.2517, 2.7370], [5.2691, 2.9153, 1.6653], [5.0993, -1.9383, -0.8890], [4.7791, -2.8547, 0.6800], [5.9278, -3.4629, -0.5275], [4.3851, -4.3321, -1.9185], [3.1142, -3.1128, -1.6384], [3.9499, -5.4720, 0.2199], [2.4445, -5.3793, -0.8270], [2.0112, -5.0076, 1.6149], [3.1124, -3.6324, 1.6627], [1.6188, -2.4641, -0.1789], [0.9534, -2.6144, 1.4528], [-0.8218, -3.9726, 0.7461], [0.2984, -5.0403, -0.1305], [0.6046, -3.2069, -1.8972], [-0.9131, -4.1206, -1.9865], [-0.2697, -1.2445, -1.0738], [-1.4972, -1.7804, -2.3022], [-1.6449, -1.4191, 0.6992], [-2.5997, -2.8298, 0.1103], [-3.8216, -1.2316, -1.5132], [-4.0353, -0.8591, 0.2284], [-1.7511, 0.5493, -1.2024], [-3.3799, 1.0633, -1.6289], [-3.2216, 0.8913, 1.3346], [-3.5668, 2.3318, 0.2686], [-1.3406, 2.2481, 1.8648], [-0.7196, 1.3202, 0.4657], [-2.1438, 3.7191, -0.5602], [-1.0699, 4.2440, 0.7805], [-0.1246, 3.9232, -1.8052], [0.1714, 2.2743, -1.1851], [1.1956, 5.0005, -0.0517], [1.2202, 3.5317, 0.9497], [2.5506, 3.9618, -1.7925], [2.7164, 2.3961, -0.8134], [4.0583, 5.0565, -0.5157], [3.3597, 4.5204, 1.0119], [4.6283, 2.1202, -2.8114], [8.1797, -1.5314, -2.4467], [6.6246, -0.7200, -2.6695], [7.1765, -1.3186, -1.0190], [10.2831, 0.6377, -2.5658], [10.1118, 1.0699, -0.8577], [10.0951, -0.6833, -1.3120], [8.2749, 0.0430, 0.8752], [2.7611, 0.4701, -2.9583], [3.0226, 0.0588, -4.2136], [3.2694, -1.2807, -4.4463], [3.5344, -1.7048, -5.7413], [3.5594, -0.7851, -6.7825], [3.3141, 0.5587, -6.5313], [3.0384, 0.9844, -5.2395], [3.2532, -1.9811, -3.6201], [3.7219, -2.7526, -5.9383], [3.7705, -1.1175, -7.7912], [3.3377, 1.2758, -7.3417], [2.8363, 2.0269, -5.0266], [-4.3610, 1.6673, 3.0238], [-5.0893, 0.6319, 3.4848], [-4.4399, -0.4786, 3.9881], [-5.1922, -1.5426, 4.4671], [-6.5798, -1.4862, 4.4270], [-7.2169, -0.3639, 3.9132], [-6.4673, 0.7046, 3.4437], [-3.3574, -0.5064, 4.0033], [-4.6960, -2.4158, 4.8711], [-7.1647, -2.3189, 4.7974], [-8.2979, -0.3208, 3.8782], [-6.9467, 1.5910, 3.0477], [-7.5144, -1.8128, -1.1178], [-7.2400, -2.2152, -2.3709], [-6.9717, -3.5498, -2.6100], [-6.6931, -3.9646, -3.9049], [-6.6755, -3.0410, -4.9419], [-6.9419, -1.7026, -4.6859], [-7.2313, -1.2861, -3.3940], [-6.9820, -4.2537, -1.7877], [-6.4890, -5.0088, -4.1049], [-6.4536, -3.3659, -5.9508], [-6.9241, -0.9817, -5.4933], [-7.4497, -0.2483, -3.1771], [-8.3192, 3.4407, 4.9161], [-7.5165, 3.3904, 5.9969], [-6.1535, 3.2600, 5.8192], [-5.3253, 3.2127, 6.9311], [-5.8714, 3.2862, 8.2065], [-7.2451, 3.4124, 8.3695], [-8.0747, 3.4704, 7.2578], [-5.7469, 3.1964, 4.8182], [-4.2545, 3.1179, 6.8032], [-5.2246, 3.2450, 9.0741], [-7.6711, 3.4656, 9.3633], [-9.1467, 3.5772, 7.3646]],
  "orbital_gap_ev": 7.409
}



[4]
{
  "formula": "C4H9NO",
  "method": "the ωB97M-V functional and the def2-TZVPD basis",
  "symbols": ["C", "C", "O", "H", "H", "H", "H", "C", "N", "C", "H", "H", "H", "H", "H"],
  "positions_angstrom": [[5.0102, 0.6048, 2.3372], [4.8344, -0.6519, 2.6429], [5.7691, -1.6518, 2.3379], [4.3417, 1.3945, 2.6819], [5.8442, 1.0017, 1.7731], [4.1091, -1.1414, 3.2701], [6.4469, -1.7604, 2.9918], [-5.4207, -0.6769, -1.9770], [-5.2306, 0.5050, -2.3615], [-3.8787, 1.0485, -2.4860], [-6.4246, -0.8921, -1.5916], [-4.6594, -1.4589, -1.9236], [-3.9235, 2.1259, -2.3431], [-3.5885, 1.0324, -3.5520], [-3.2295, 0.5206, -1.8003]],
  "orbital_gap_ev": 10.347,
  "smiles": "C=CO.C=NC"
}



Asked for strongest force on any atom across the records above, the calculation gives 2.040; 2.985; 2.868; 2.527 eV/Å in order.